This record from OMol25 describes a 7-piece molecular cluster, C34H75FN3O11 overall at a distorted geometry. The level of theory is ωB97M-V/def2-TZVPD.

Geometry as XYZ:
```
124
Properties=species:S:1:pos:R:3:forces:R:3
H -6.897142 -1.577865 1.847093 0.0 0.1 0.0
H 5.140233 -6.367803 1.290731 -0.2 0.0 0.1
C 2.111547 1.311880 -1.499508 -0.4 2.5 1.9
O -2.294305 -0.180812 3.359070 -0.5 0.2 0.0
H -0.880556 -4.707028 5.283615 0.0 0.0 0.0
H 1.099399 1.666475 -6.221746 0.1 -0.1 -0.2
H 0.778889 4.596846 0.965337 -0.8 -0.5 0.6
H 0.194777 0.538768 -1.639204 0.2 0.4 0.5
H 1.169036 -7.359672 2.765999 -0.1 0.1 0.0
C -10.930178 1.222273 0.669619 -0.3 -0.3 0.1
C -7.170053 -0.738887 1.203503 0.1 -0.1 0.2
H -11.657891 1.346289 2.695478 0.0 0.1 0.0
H 3.690822 4.549698 1.188257 0.5 0.0 0.6
C 3.726611 6.160197 2.671645 -0.6 -0.6 -0.2
H 0.785340 -4.197264 4.955038 -0.1 -0.1 0.0
H 4.330267 7.049263 2.912044 0.0 -0.6 -0.1
C 1.603778 2.758888 -1.910408 0.0 0.6 -1.2
H -1.230900 -0.882118 -0.819872 0.4 0.0 0.5
H 0.519178 -9.291047 5.056208 0.1 0.0 0.0
O -10.202932 0.012974 0.881684 0.0 0.1 -0.1
H -0.436496 -4.698624 2.821213 -0.2 -0.1 0.1
C 0.920893 -7.576109 3.805168 -0.1 -0.2 0.3
C -0.604930 -3.765978 3.362831 0.4 -0.2 0.1
C 4.601992 -5.938550 0.446195 -0.2 0.2 -0.3
H 3.648611 0.213785 -4.304768 -0.3 0.5 0.3
H -8.081026 -0.283326 1.585905 0.0 -0.1 -0.1
C -0.267270 -3.931034 4.829119 0.0 0.2 0.1
C -6.042166 0.269941 1.143597 -0.3 -0.3 -0.3
C 0.788631 -9.071585 4.019873 0.0 0.0 -0.1
C -0.781245 2.870437 -2.495966 -1.0 -1.2 -0.2
C 5.410560 -4.823454 -0.189127 0.0 0.1 0.0
H 1.063191 -0.398845 -8.303929 0.0 -0.1 0.0
H 4.467115 -1.718202 -0.547983 0.1 0.5 -0.5
O 5.182659 5.917383 0.722197 0.0 -1.5 -0.8
H -0.623339 -2.042085 -2.497499 0.3 -0.4 0.0
H 3.853514 -0.151695 -0.042341 0.6 -0.1 -0.4
H -0.664042 1.903239 -3.020438 0.0 0.4 0.4
H -5.032893 -0.675255 -0.235322 -0.1 0.0 0.1
C 0.818465 -0.514553 0.044601 -1.6 -0.5 -0.2
H 4.441983 3.111502 -1.087686 -0.4 0.0 -0.5
H -3.328656 1.552117 2.844210 0.4 -0.3 -0.1
H 1.121883 -2.998236 2.873529 -0.1 0.0 0.0
C -1.243401 1.528701 2.016385 -1.2 0.6 0.1
H 0.491069 -1.700064 -7.241914 0.0 0.0 0.0
O 3.356327 -5.440799 0.934134 0.0 0.0 0.2
H -1.244638 2.492494 2.563677 0.4 -0.4 -0.5
H 2.630072 -0.716951 -6.382842 0.1 0.2 0.0
N 2.532988 0.397646 -2.550255 -0.2 0.8 0.4
H 4.860923 -4.377530 -1.023311 0.0 -0.1 -0.1
H 1.305725 -0.414621 -5.244991 0.1 -0.2 0.0
H -1.650940 -3.480206 3.241326 0.1 0.1 -0.1
C -12.054399 1.356012 1.678846 0.0 0.1 0.1
C 4.854266 5.160347 -1.670203 0.4 -0.7 0.0
H -0.011832 4.080033 -0.971838 0.4 -0.8 0.7
H 5.292789 -0.218783 -1.147024 -0.5 -0.1 -0.1
C 1.115147 2.473889 0.840401 -0.2 0.3 1.3
O 1.938518 1.208878 -6.348066 0.2 0.1 0.1
H 2.963507 1.545883 -0.824553 -0.5 -0.5 0.0
H 0.555268 -0.432025 1.113997 0.3 0.2 -0.4
H 2.876174 -5.071728 0.183317 0.0 -0.1 0.1
C 0.686433 -0.628537 -7.306335 0.0 0.0 -0.1
H 4.690259 5.719814 -2.610549 0.0 0.2 0.8
C 4.428026 5.950895 -0.433159 1.2 0.3 -0.4
C 3.369082 1.027439 -3.608077 0.7 -0.9 -0.1
C 2.511005 4.029629 -1.770469 0.5 0.0 0.1
H 6.368294 -5.193615 -0.558792 0.0 0.0 0.0
H 5.190163 4.533892 2.252430 -0.5 0.2 -0.3
H -11.324186 1.222677 -0.351484 0.0 0.2 0.0
H -10.822014 -0.719908 0.784693 0.1 0.1 0.0
O -4.843363 -0.337641 0.647870 0.2 0.0 -0.2
C 0.169751 3.030612 -1.268870 0.4 -0.2 -2.6
H 1.723106 -9.584546 3.785890 0.0 0.0 0.0
H 5.932812 4.936614 -1.589216 -0.5 0.0 -0.1
O -2.648907 4.137250 -1.795148 -1.2 3.2 1.4
H 2.855149 1.784081 -4.213712 0.2 -0.2 0.5
H 4.274330 3.498854 -2.880504 0.1 -0.3 0.8
F -3.145729 2.138451 -2.454116 0.7 -0.3 -0.2
H -10.228213 2.050544 0.767908 0.1 -0.1 0.0
H -0.520823 -7.097163 5.024972 0.0 0.0 -0.1
O -0.307538 -6.913127 4.102918 0.0 0.0 -0.1
N 0.092310 2.006541 -0.167042 2.9 0.7 0.2
C -2.265371 3.137918 -2.207894 1.4 -2.3 -1.0
H -0.535255 -2.244185 0.134176 0.0 0.6 -0.2
H 2.810994 6.525945 2.166203 0.5 -0.1 0.3
H -0.003746 -9.478753 3.389811 0.1 0.0 0.0
O 3.166299 -1.758292 -2.621631 -0.2 -1.5 -1.0
H 5.596568 -4.027528 0.535629 0.1 -0.1 0.1
H 2.271655 4.602681 -0.858671 0.0 -0.4 -0.3
C 4.322694 -0.681266 -0.900903 -1.0 0.4 0.9
O 0.198855 -2.737608 2.772787 -0.1 0.4 -0.3
C 4.045902 3.812827 -1.844975 0.2 0.9 0.0
H -6.306361 1.108295 0.491454 -0.1 0.1 0.1
N 0.159051 -2.115490 -1.844729 -0.2 1.3 0.2
H 1.753297 -1.098809 -0.011728 -0.2 0.6 -0.1
H 3.419854 5.636946 3.597686 0.2 0.3 -0.3
H -1.829883 0.984905 -0.016842 0.9 0.2 -0.1
H 1.405387 2.711447 -2.995945 0.1 -0.2 0.5
H -0.427331 -2.994115 5.367477 -0.1 0.0 -0.1
C 0.810336 0.824565 -0.753608 -0.1 -2.6 -2.3
C 3.305545 -0.727657 -2.060111 0.7 0.3 0.7
H -1.820882 2.708612 0.324988 0.5 -0.5 0.0
H -12.608959 2.283465 1.526227 0.0 0.0 0.0
O 3.463803 6.634103 -0.461409 -1.8 0.8 -0.2
H 2.255427 4.699157 -2.620967 0.0 -0.3 0.6
H -2.179549 -1.020043 2.890622 0.0 0.3 0.2
H -0.414493 0.934027 2.426202 -0.4 0.0 -0.4
H 4.317178 1.368137 -3.144385 -0.4 0.3 -0.5
H 0.880091 -1.515746 -2.253854 0.0 -0.4 -0.2
H -0.480826 3.644380 -3.230321 -0.1 -0.3 0.6
C -2.616713 0.838991 2.398617 1.2 -1.1 -0.2
C 1.683190 -0.194061 -6.249951 -0.5 0.1 -0.1
H 1.894665 1.761080 1.145436 -1.2 -0.4 0.1
H -0.259481 -0.092578 -7.189445 0.0 -0.1 0.1
C 1.111693 3.659991 1.431852 0.2 0.4 -0.1
H 1.532283 3.707365 2.448056 0.6 0.3 -0.9
H -3.083864 0.330995 1.530629 0.1 0.7 0.4
C -1.237638 1.776014 0.483260 -1.3 0.6 0.7
H 4.403679 -6.735088 -0.277297 0.2 -0.1 0.0
H 1.709355 -7.161445 4.442167 0.1 0.0 -0.1
C 4.442043 5.159541 1.733664 0.1 1.1 0.2
H -12.748687 0.515987 1.597303 0.0 0.1 -0.1
H -7.375059 -1.149209 0.211500 -0.1 0.1 0.0
C -0.300303 -1.442709 -0.593459 0.4 -0.7 0.4
H -5.826306 0.661347 2.138126 0.2 0.0 -0.1
```
Forces are in eV/Å.

Output
Kohn-Sham gap = 0.32955 hartree
Lowest unoccupied orbital energy = -2.74 eV
Largest force on an atom = 3.7 eV Å⁻¹
Total energy = -2431.823254 Eh
Total charge = +1
Highest occupied orbital energy = -11.71 eV

Results of the Löwdin charge analysis, in e, for atoms 1 through 99:
1. H 0.08
2. H 0.11
3. C -0.20
4. O -0.07
5. H 0.07
6. H 0.08
7. H 0.10
8. H 0.14
9. H 0.11
10. C -0.31
11. C -0.09
12. H 0.08
13. H 0.09
14. C -0.07
15. H 0.08
16. H 0.09
17. C -0.17
18. H 0.10
19. H 0.07
20. O -0.10
21. H 0.10
22. C -0.31
23. C -0.30
24. C -0.32
25. H 0.10
26. H 0.05
27. C -0.09
28. C -0.30
29. C -0.09
30. C -0.02
31. C -0.10
32. H 0.08
33. H 0.08
34. O -0.04
35. H 0.07
36. H 0.07
37. H 0.13
38. H 0.09
39. C -0.08
40. H 0.11
41. H 0.13
42. H 0.08
43. C -0.12
44. H 0.08
45. O -0.10
46. H 0.12
47. H 0.12
48. N -0.06
49. H 0.07
50. H 0.10
51. H 0.11
52. C -0.09
53. C -0.07
54. H 0.16
55. H 0.10
56. C -0.11
57. O -0.10
58. H 0.12
59. H 0.10
60. H 0.08
61. C -0.08
62. H 0.13
63. C -0.50
64. C -0.03
65. C -0.13
66. H 0.08
67. H 0.13
68. H 0.11
69. H 0.09
70. O -0.12
71. C -0.16
72. H 0.08
73. H 0.13
74. O 0.21
75. H 0.08
76. H 0.10
77. F 0.11
78. H 0.11
79. H 0.08
80. O -0.10
81. N -0.10
82. C -0.49
83. H 0.10
84. H 0.07
85. H 0.08
86. O 0.13
87. H 0.07
88. H 0.08
89. C 0.03
90. O -0.11
91. C -0.17
92. H 0.11
93. N 0.02
94. H 0.11
95. H 0.08
96. H 0.13
97. H 0.12
98. H 0.08
99. C -0.19